# 1
6
Properties=species:S:1:pos:R:3:mulliken_charge:R:1 method="wB97M-V/def2-TZVPD" e_lumo_ev=-0.03 multiplicity=1 de_lowest_ev=3.1003
C 0.52 0.54 0.02 -0.23
C -0.48 -0.26 -0.01 -0.33
Br -2.30 -0.12 -0.04 -0.04
H 1.60 0.15 0.23 0.18
H 0.41 1.62 -0.03 0.28
H 0.25 -1.92 -0.16 0.13

***

# 2
27
Properties=species:S:1:pos:R:3:mulliken_charge:R:1 method="wB97M-V/def2-TZVPD" smiles="O=P(Cl)([C@@H]1[NH2+]CCO1)[C@@H]1[NH2+]CCO1" e_lumo_ev=-6.56 multiplicity=1 charge=+2 de_lowest_ev=1.2098
C 2.21 2.35 1.53 -0.61
C -0.92 -2.83 -0.81 -0.37
C 0.96 1.95 2.30 -0.38
C -1.76 -2.36 -1.96 -0.40
C 0.49 1.75 0.11 -0.22
C -1.80 -0.72 -0.35 -0.11
N 2.03 1.65 0.22 -0.24
N -1.42 -1.98 0.36 -0.27
O 1.11 -0.58 -1.05 -0.74
O 0.06 1.34 1.32 -0.35
O -2.41 -1.17 -1.45 -0.41
P -0.10 0.27 -1.00 1.05
Cl -0.53 0.96 -2.74 -0.14
H 1.96 3.31 1.27 0.38
H 3.15 2.22 1.88 0.48
H -0.85 -3.91 -0.61 0.48
H 0.14 -2.44 -1.07 0.27
H 1.10 1.21 3.01 0.35
H 0.62 2.91 2.90 0.29
H -1.14 -2.02 -2.87 0.25
H -2.46 -3.01 -2.36 0.36
H 0.24 2.80 -0.37 0.31
H -2.48 0.00 0.17 0.49
H 2.49 2.06 -0.68 0.38
H 2.27 0.67 0.31 0.39
H -2.25 -2.50 0.80 0.41
H -0.70 -1.91 1.12 0.35

***

# 3
70
Properties=species:S:1:pos:R:3:mulliken_charge:R:1 method="wB97M-V/def2-TZVPD" e_lumo_ev=-8.28 multiplicity=1 charge=+2 de_lowest_ev=2.1121
Ir -1.74 -1.76 2.23 1.61
C -2.62 -6.86 0.79 -0.88
S -4.08 -5.80 0.92 0.11
C -3.45 -4.34 1.57 0.49
S -1.75 -4.11 1.88 -0.33
N -4.33 -3.44 1.88 -1.23
N -3.88 -2.27 2.32 0.62
C -4.63 -1.46 2.97 -0.48
C -4.05 -0.24 3.48 0.76
C -4.80 0.78 4.03 -0.77
C -4.15 1.88 4.57 -0.38
C -2.77 1.93 4.53 -0.76
C -2.08 0.88 3.95 0.09
N -2.70 -0.18 3.45 -0.37
H -2.99 -7.84 0.50 0.35
H -2.12 -6.93 1.75 0.33
H -1.95 -6.48 0.02 0.34
H -5.67 -1.72 3.19 0.46
H -5.88 0.70 4.04 0.46
H -4.72 2.68 5.03 0.46
H -2.23 2.77 4.95 0.45
H -1.00 0.88 3.90 0.37
Br 0.79 -1.86 3.18 0.00
C 1.62 -3.43 2.37 -0.56
Br 2.02 -3.13 0.53 0.02
H 0.93 -4.25 2.45 0.28
H 2.54 -3.61 2.92 0.44
C 2.88 0.77 -0.08 -1.54
C 2.13 2.10 0.06 2.01
C 1.21 1.99 1.30 -1.55
C 3.17 3.20 0.34 -1.87
C 1.29 2.49 -1.22 1.46
O 0.34 3.50 -0.88 -0.65
C 2.10 3.08 -2.41 -1.79
C 3.17 2.23 -3.12 -1.10
C 2.64 1.10 -3.96 0.07
C 2.96 -0.22 -3.68 0.01
C 2.49 -1.26 -4.47 -0.92
C 1.70 -0.98 -5.58 0.34
Cl 1.13 -2.26 -6.57 -0.20
C 1.37 0.34 -5.88 -0.85
C 1.84 1.36 -5.08 -0.08
C 0.42 1.34 -1.80 -2.45
N -0.56 0.79 -0.87 1.05
C -0.55 -0.40 -0.30 0.12
N -1.60 -0.49 0.51 -0.56
C -2.24 0.71 0.38 -0.40
N -1.64 1.49 -0.47 -0.95
H 3.27 0.49 0.91 0.52
H 3.74 0.83 -0.74 0.37
H 2.24 -0.05 -0.42 0.01
H 1.78 2.25 2.19 0.53
H 0.84 0.97 1.43 0.04
H 0.36 2.67 1.23 0.36
H 3.73 2.93 1.23 0.55
H 2.69 4.16 0.54 0.42
H 3.88 3.31 -0.47 0.35
H 0.80 4.30 -0.62 0.56
H 2.58 3.99 -2.05 0.49
H 1.34 3.39 -3.14 0.70
H 3.90 1.86 -2.41 0.42
H 3.70 2.92 -3.78 0.48
H 3.58 -0.45 -2.82 0.43
H 2.74 -2.29 -4.24 0.45
H 0.76 0.55 -6.75 0.44
H 1.59 2.39 -5.32 0.45
H 1.04 0.53 -2.15 0.83
H -0.14 1.76 -2.63 0.55
H 0.17 -1.18 -0.49 0.43
H -3.16 0.98 0.87 0.56

***

# 4
72
Properties=species:S:1:pos:R:3:mulliken_charge:R:1 method="wB97M-V/def2-TZVPD" e_lumo_ev=-4.20 multiplicity=1 charge=+1
C -4.40 -0.49 3.88 -1.03
C -4.23 -1.29 2.45 0.30
C -5.54 -2.22 2.11 -1.28
C -2.78 -2.12 2.34 -0.27
C -1.79 -1.17 1.44 -0.87
P 0.07 -1.54 1.61 0.78
C 0.77 -1.55 -0.21 -0.60
O 2.21 -1.22 -0.21 -0.28
C 2.53 -0.11 -1.12 0.13
C 2.76 -0.30 -2.74 -0.25
C 3.16 0.99 -3.70 -0.45
C 3.32 2.46 -2.98 -0.37
C 3.05 2.71 -1.38 -0.20
C 2.65 1.40 -0.45 0.16
C 0.50 -3.22 2.42 -0.46
C 0.73 -3.13 4.07 0.17
O 1.96 -2.99 4.62 -0.44
O -0.39 -3.24 5.05 -0.43
B 1.01 -0.18 2.62 0.40
O 0.25 1.09 2.87 -0.62
O 2.40 -0.39 3.08 -0.47
H -4.78 0.60 3.63 0.26
H -3.40 -0.42 4.51 0.26
H -5.28 -1.01 4.48 0.33
H -4.20 -0.44 1.61 0.25
H -5.47 -2.75 1.05 0.31
H -6.46 -1.47 2.01 0.35
H -5.83 -2.95 2.98 0.33
H -2.37 -2.39 3.40 0.19
H -2.99 -3.12 1.72 0.21
H -1.98 -0.05 1.74 0.50
H -2.11 -1.32 0.31 0.39
H 0.14 -0.75 -0.83 0.51
H 0.64 -2.64 -0.61 0.06
H 2.65 -1.36 -3.24 0.28
H 3.37 0.90 -4.86 0.30
H 3.63 3.39 -3.63 0.27
H 3.15 3.77 -0.88 0.28
H 2.47 1.63 0.71 0.08
H 1.57 -3.53 1.99 0.43
H -0.22 -4.11 2.13 0.47
H -0.71 -2.29 5.16 0.34
H 0.05 1.41 1.92 0.37
H 3.00 0.34 2.75 0.36
C 0.06 -4.41 -4.90 -0.94
C 0.04 -5.65 -5.40 0.36
C -0.45 -6.80 -4.59 0.89
O -0.48 -7.92 -5.08 -0.57
C -0.88 -6.54 -3.21 -0.74
C -0.85 -5.30 -2.71 0.26
C -0.39 -4.15 -3.53 1.00
O -0.40 -3.02 -3.05 -0.58
O -1.25 -5.05 -1.41 -0.55
O 0.46 -5.91 -6.69 -0.55
H 0.41 -3.57 -5.48 0.45
H -1.21 -7.39 -2.63 0.44
H -1.14 -4.08 -1.29 0.22
H 0.34 -6.87 -6.82 0.36
C 1.57 6.92 1.18 -0.94
C 1.31 8.16 1.60 0.36
C 1.33 9.31 0.65 0.85
O 1.08 10.44 1.06 -0.58
C 1.67 9.04 -0.76 -0.80
C 1.92 7.80 -1.17 0.34
C 1.88 6.65 -0.23 0.89
O 2.10 5.52 -0.65 -0.59
O 2.24 7.54 -2.49 -0.57
O 1.03 8.42 2.92 -0.55
H 1.55 6.07 1.85 0.45
H 1.69 9.89 -1.43 0.43
H 2.38 6.57 -2.54 0.30
H 0.88 9.39 2.97 0.35

***

Which value of multiplicity does entry 3 give? 1